Molecular formula: C39H33N8O2PRhSe
Method: DFT, wB97M-V/def2-TZVPD

The geometry in XYZ format:
```
85
Properties=species:S:1:pos:R:3
Rh 0.8371 -0.9586 -0.5227
O 1.0784 -1.3666 1.4422
C 2.2359 -1.3008 2.0280
C 2.2506 -1.2477 3.4458
C 3.4216 -1.1736 4.1623
C 4.6604 -1.1539 3.5136
C 4.6756 -1.2251 2.1376
C 3.5063 -1.3088 1.3727
C 3.6878 -1.3919 -0.0780
N 2.7374 -1.3936 -0.9266
N 3.0599 -1.3973 -2.2882
C 2.0179 -1.0276 -2.9824
O 0.8569 -0.6903 -2.5360
C 2.1790 -0.9751 -4.4713
C 3.4278 -1.0977 -5.0720
C 3.5480 -1.0226 -6.4512
C 2.4207 -0.8324 -7.2419
C 1.1723 -0.7295 -6.6457
C 1.0523 -0.7961 -5.2636
H 1.2890 -1.2630 3.9443
H 3.3793 -1.1243 5.2447
H 5.5818 -1.0934 4.0770
H 5.6243 -1.2044 1.6105
H 4.7029 -1.4242 -0.4725
H 4.2916 -1.2506 -4.4397
H 4.5241 -1.1122 -6.9120
H 2.5174 -0.7613 -8.3185
H 0.2878 -0.6002 -7.2572
H 0.0879 -0.7206 -4.7803
N 1.2504 4.3231 0.9348
C 0.3643 4.2501 -0.0843
N -0.4730 5.3050 -0.2768
N 0.3154 3.2779 -0.9501
C 1.0929 2.2338 -0.7512
N 1.7176 1.2659 -0.6416
H 1.0398 4.9004 1.7300
H 1.7743 3.4821 1.1270
H -0.7481 5.8379 0.5309
H -1.2098 5.1075 -0.9374
N -1.0187 -0.2659 -0.1862
P -2.0590 0.6383 0.3832
C -2.9084 1.7395 -0.8290
C -2.1718 1.9523 -1.9922
C -2.6178 2.8395 -2.9618
C -3.8163 3.5177 -2.7887
C -4.5592 3.3189 -1.6325
C -4.1011 2.4428 -0.6553
C -1.4407 1.8452 1.6653
C -2.0466 3.0441 2.0289
C -1.4924 3.8478 3.0228
C -0.3388 3.4406 3.6825
C 0.2660 2.2386 3.3342
C -0.2738 1.4542 2.3213
C -3.3324 -0.2542 1.3758
C -4.7175 -0.1849 1.2808
C -5.5279 -0.9019 2.1569
C -4.9588 -1.6977 3.1369
C -3.5751 -1.8002 3.2205
C -2.7703 -1.0879 2.3470
H -1.2529 1.3919 -2.1230
H -2.0246 3.0013 -3.8536
H -4.1761 4.1946 -3.5546
H -5.4929 3.8492 -1.4879
H -4.6801 2.3266 0.2505
H -2.9572 3.3636 1.5345
H -1.9669 4.7865 3.2885
H 0.0796 4.0531 4.4736
H 1.1576 1.9060 3.8536
H 0.2008 0.5230 2.0242
H -5.1852 0.3973 0.5008
H -6.6057 -0.8423 2.0639
H -5.5891 -2.2547 3.8195
H -3.1225 -2.4470 3.9620
H -1.6903 -1.1978 2.3775
Se 0.0093 -3.0714 -1.2652
C 0.6031 -4.3836 -0.0329
C 1.7691 -4.2699 0.7229
C 2.1648 -5.3284 1.5196
N 1.5012 -6.4836 1.6285
C 0.3768 -6.5741 0.9198
C -0.1109 -5.5738 0.0949
H 2.3557 -3.3664 0.6877
H 3.0754 -5.2493 2.1054
H -0.1754 -7.5036 1.0246
H -1.0389 -5.7146 -0.4452
```

Properties
- spin multiplicity = 1
- HOMO-LUMO gap (eV) = 6.45
- net charge = -1

Molecular formula: C6H12Se
Method: DFT, wB97M-V/def2-TZVPD

The geometry in XYZ format:
```
19
Properties=species:S:1:pos:R:3
C 0.1832 0.3873 0.9278
C 1.3174 0.0680 0.3821
C 2.4189 -0.2529 1.3276
C 1.6508 0.2929 -1.0805
C -2.5311 -1.2886 -0.8622
C -1.7989 1.3682 0.0524
Se -3.1098 0.1217 0.3181
H -0.1732 0.1442 1.9952
H 3.0907 0.5254 1.2552
H 1.8401 -0.3091 2.2480
H 2.9179 -1.2390 1.3256
H 2.5650 0.8661 -0.9503
H 0.9443 0.7671 -1.7447
H 1.9877 -0.6187 -1.4183
H -2.8400 -0.9701 -1.9747
H -1.5554 -1.6045 -0.6868
H -3.2492 -1.9997 -0.7094
H -2.1233 2.3169 0.5839
H -1.5351 1.4247 -0.9888
```

Properties
- spin multiplicity = 1
- HOMO-LUMO gap (spin up / spin down) (eV) = 8.17 / 8.17

The following energy relative to the best compared isomer or geometry (same formula, charge and spin) values (in kcal/mol) correspond, in order, to the records above: 23.6; 96.7.
The following total energy values (in eV) correspond, in order, to the records above: -134640.53971; -71757.68427.